Here is a cluster of 10 separate species, C30H86O36P6S4 in total in a non-equilibrium geometry from OMol25. Energies are from ωB97M-V/def2-TZVPD.

Calculated values
Strongest force on any atom: 0.091 Eh/bohr
Relative energy (zero: lowest compared OMol25 entry of this formula, charge and spin): 117.96 kcal per mole
SMILES: CCOS(C)(=O)=O.CCOS(C)(=O)=O.CCOS(C)(=O)=O.CCOS(C)(=O)=O.COP(=O)(OC)OC.COP(=O)(OC)OC.COP(=O)(OC)OC.COP(=O)(OC)OC.COP(=O)(OC)OC.COP(=O)(OC)OC
HOMO: -10.6 eV
E_LUMO: 0.1 eV

```
! RIJCOSX wB97M-V def2-TZVPD def2/J DEFGRID3
* xyz 0 1
C -2.34 0.37 10.94
C -2.87 1.54 11.71
O -1.88 2.35 12.33
S -2.29 3.94 12.64
C -3.32 3.70 14.12
O -1.06 4.64 13.02
O -3.11 4.42 11.51
H -1.80 0.67 10.04
H -3.11 -0.34 10.65
H -1.67 -0.20 11.59
H -3.38 2.12 10.94
H -3.52 1.22 12.53
H -2.88 3.04 14.87
H -4.28 3.30 13.78
H -3.46 4.66 14.61
C 0.67 -0.23 -1.22
C -0.20 -1.48 -0.89
O 0.23 -2.15 0.23
S -0.26 -1.68 1.79
C -2.05 -2.26 1.67
O 0.42 -2.53 2.76
O -0.13 -0.21 1.80
H 0.32 0.28 -2.11
H 1.70 -0.54 -1.40
H 0.76 0.49 -0.41
H -1.25 -1.18 -0.85
H -0.22 -2.21 -1.70
H -1.97 -3.27 1.27
H -2.59 -1.63 0.97
H -2.45 -2.27 2.68
C 2.23 -10.37 4.35
C 1.23 -10.30 5.51
O 0.60 -11.59 5.82
S -0.82 -11.54 6.69
C -0.11 -11.09 8.35
O -1.66 -10.45 6.24
O -1.38 -12.88 6.80
H 1.84 -10.88 3.46
H 3.15 -10.86 4.64
H 2.57 -9.40 3.98
H 1.79 -10.02 6.40
H 0.45 -9.59 5.23
H -0.94 -11.15 9.05
H 0.37 -10.10 8.31
H 0.68 -11.77 8.67
C -1.67 3.91 -13.99
C -0.96 3.52 -12.71
O 0.21 4.20 -12.76
S 1.45 3.76 -11.75
C 2.12 2.50 -12.99
O 2.50 4.80 -11.74
O 0.94 3.06 -10.57
H -2.69 3.52 -13.92
H -1.16 3.59 -14.89
H -1.84 4.96 -14.22
H -1.52 3.68 -11.79
H -0.87 2.43 -12.67
H 2.62 2.93 -13.86
H 1.31 1.82 -13.27
H 2.87 1.94 -12.43
C 7.61 -6.51 9.12
O 8.85 -5.77 9.05
P 9.01 -4.18 9.39
O 10.38 -3.60 9.03
O 7.65 -3.55 8.60
C 7.50 -3.30 7.23
O 8.58 -4.19 10.96
C 8.65 -2.99 11.81
H 7.68 -7.10 10.04
H 7.55 -7.21 8.29
H 6.67 -5.97 9.20
H 7.05 -2.32 7.07
H 6.78 -3.96 6.75
H 8.48 -3.37 6.75
H 9.01 -3.23 12.81
H 7.63 -2.62 11.92
H 9.33 -2.24 11.40
C -0.54 8.18 4.49
O 0.71 8.71 4.90
P 1.69 9.59 3.97
O 2.83 10.11 4.74
O 1.98 8.46 2.82
C 2.91 7.45 3.31
O 0.65 10.64 3.18
C 0.95 11.15 1.86
H -0.55 7.09 4.55
H -0.84 8.51 3.49
H -1.29 8.57 5.17
H 3.70 7.29 2.57
H 2.36 6.54 3.54
H 3.47 7.80 4.18
H 1.41 12.13 1.91
H 0.05 11.22 1.24
H 1.72 10.55 1.37
C -8.57 1.23 1.50
O -7.21 1.56 1.34
P -6.72 3.11 1.19
O -7.42 3.89 0.15
O -6.92 3.77 2.66
C -6.57 3.05 3.78
O -5.15 2.85 0.99
C -4.28 3.85 0.47
H -8.84 0.98 2.52
H -8.76 0.36 0.87
H -9.30 1.99 1.21
H -5.91 2.20 3.61
H -7.58 2.75 4.06
H -6.12 3.62 4.59
H -4.74 4.84 0.42
H -4.09 3.65 -0.58
H -3.35 3.94 1.03
C -5.72 -7.97 -5.67
O -5.08 -6.86 -6.23
P -4.21 -5.88 -5.24
O -4.88 -5.49 -4.00
O -2.86 -6.73 -5.05
C -2.32 -7.48 -6.11
O -3.74 -4.57 -6.09
C -4.62 -3.57 -6.59
H -5.98 -7.80 -4.63
H -5.07 -8.84 -5.70
H -6.61 -8.16 -6.27
H -2.90 -7.73 -7.00
H -2.09 -8.49 -5.76
H -1.40 -6.97 -6.39
H -4.52 -2.68 -5.98
H -5.69 -3.80 -6.50
H -4.46 -3.22 -7.61
C -2.95 8.76 -5.66
O -2.19 9.83 -5.28
P -0.63 9.93 -5.76
O -0.38 9.73 -7.20
O -0.33 11.48 -5.27
C -1.06 12.58 -5.81
O 0.21 9.00 -4.71
C 1.58 8.77 -4.88
H -3.71 9.10 -6.36
H -3.46 8.23 -4.86
H -2.39 8.04 -6.25
H -0.44 13.17 -6.49
H -1.44 13.27 -5.06
H -1.90 12.24 -6.41
H 2.23 9.33 -4.19
H 1.94 8.96 -5.89
H 1.73 7.70 -4.83
C 2.70 -4.72 -9.38
O 4.09 -4.41 -9.45
P 5.04 -5.01 -8.25
O 6.45 -4.48 -8.27
O 4.88 -6.60 -8.47
C 5.06 -7.32 -9.70
O 4.17 -4.62 -6.91
C 4.33 -5.43 -5.79
H 2.63 -5.81 -9.48
H 2.14 -4.22 -10.17
H 2.29 -4.41 -8.41
H 4.42 -6.87 -10.46
H 4.75 -8.35 -9.48
H 6.08 -7.25 -10.06
H 4.62 -4.91 -4.87
H 4.93 -6.33 -5.87
H 3.34 -5.81 -5.55
*
```

These are the Löwdin partial charges, in e, on atoms 1 to 6: C -0.071; C -0.308; O -0.265; S 0.695; C -0.119; O -0.298

=====

Here is a cluster of 14 separate species, C30H88O14 in total in a non-equilibrium geometry from OMol25. Energies are from ωB97M-V/def2-TZVPD.

Calculated values
Strongest force on any atom: 0.059 Eh/bohr
Relative energy (zero: lowest compared OMol25 entry of this formula, charge and spin): 11.71 kcal per mole
HOMO: -9.4 eV
E_LUMO: 0.1 eV

```
! RIJCOSX wB97M-V def2-TZVPD def2/J DEFGRID3
* xyz 0 1
O 0.29 -0.54 4.20
H -0.05 -1.31 3.71
H 1.11 -0.85 4.61
O 1.51 1.76 3.79
H 1.10 2.19 4.55
H 0.91 1.02 3.58
O 0.17 -2.98 2.91
H -0.07 -3.61 3.60
H 0.03 -3.46 2.07
O 3.22 1.85 0.88
H 2.38 1.46 0.59
H 3.11 1.97 1.84
C 5.58 -1.33 -0.09
C 6.28 0.00 -0.05
C 6.03 1.01 -1.20
O 5.80 0.65 1.13
H 5.96 -1.91 -0.94
H 4.50 -1.28 -0.24
H 5.71 -1.99 0.77
H 7.36 -0.10 0.02
H 6.29 2.04 -0.94
H 4.99 0.93 -1.49
H 6.72 0.87 -2.04
H 4.90 1.02 1.01
C 1.11 -0.58 -1.20
C -0.14 0.15 -0.71
C -0.64 -0.49 0.56
O 0.33 1.49 -0.50
H 2.03 -0.38 -0.64
H 1.38 -0.37 -2.24
H 0.98 -1.66 -1.19
H -0.89 0.20 -1.50
H -0.86 -1.56 0.49
H -1.58 -0.03 0.86
H 0.16 -0.38 1.30
H -0.40 2.00 -0.11
C -5.23 -0.59 -2.63
C -4.31 0.33 -1.79
C -3.23 1.01 -2.61
O -5.16 1.23 -1.07
H -4.66 -0.97 -3.48
H -6.03 0.05 -2.99
H -5.63 -1.35 -1.96
H -3.82 -0.27 -1.01
H -2.83 1.88 -2.07
H -3.70 1.50 -3.48
H -2.54 0.35 -3.13
H -4.73 1.42 -0.23
C 1.76 6.55 2.49
C 1.18 5.93 1.23
C 1.57 4.52 0.93
O -0.25 6.06 1.25
H 1.44 7.57 2.71
H 2.85 6.65 2.43
H 1.55 5.92 3.35
H 1.46 6.53 0.35
H 0.93 3.84 0.36
H 1.69 3.93 1.85
H 2.52 4.42 0.39
H -0.48 6.68 1.95
C -2.75 -6.20 1.37
C -2.45 -4.80 0.94
C -3.05 -3.74 1.79
O -1.01 -4.63 0.88
H -3.83 -6.39 1.39
H -2.37 -6.49 2.35
H -2.49 -7.00 0.67
H -2.80 -4.64 -0.09
H -2.79 -3.97 2.83
H -4.14 -3.77 1.69
H -2.69 -2.74 1.57
H -0.65 -5.45 0.54
C 3.24 3.56 -4.79
C 2.87 2.87 -3.47
C 3.40 3.59 -2.24
O 1.47 2.61 -3.41
H 4.33 3.55 -4.81
H 2.87 4.59 -4.68
H 2.85 3.07 -5.68
H 3.26 1.85 -3.41
H 4.45 3.41 -2.05
H 2.97 3.04 -1.39
H 3.09 4.63 -2.17
H 1.32 2.08 -2.62
C -3.92 -1.82 6.06
C -2.73 -1.62 5.15
C -3.10 -0.75 3.94
O -1.70 -0.88 5.80
H -4.21 -0.83 6.43
H -3.78 -2.45 6.94
H -4.79 -2.19 5.52
H -2.44 -2.60 4.75
H -3.96 -1.27 3.48
H -2.40 -0.83 3.11
H -3.39 0.23 4.30
H -0.98 -0.58 5.18
C 3.70 -3.17 -2.60
C 3.33 -4.37 -1.78
C 2.13 -4.13 -0.88
O 3.10 -5.49 -2.61
H 4.53 -3.42 -3.27
H 3.95 -2.27 -2.05
H 3.01 -2.87 -3.40
H 4.21 -4.63 -1.19
H 1.88 -4.95 -0.19
H 1.20 -4.15 -1.46
H 2.25 -3.21 -0.31
H 2.90 -6.29 -2.13
C -3.62 2.67 1.75
C -3.05 3.42 0.56
C -3.23 4.92 0.68
O -1.65 3.20 0.47
H -4.71 2.73 1.72
H -3.17 3.00 2.69
H -3.34 1.62 1.64
H -3.60 3.10 -0.33
H -2.70 5.58 -0.01
H -2.84 5.27 1.64
H -4.27 5.24 0.71
H -1.20 4.05 0.56
C -0.44 -1.70 -4.39
C -1.57 -2.74 -4.12
C -1.78 -2.85 -2.61
O -2.68 -2.23 -4.88
H 0.44 -2.11 -3.89
H -0.61 -0.70 -4.00
H -0.30 -1.58 -5.47
H -1.15 -3.66 -4.54
H -2.77 -3.26 -2.40
H -1.80 -1.84 -2.19
H -1.07 -3.43 -2.03
H -2.39 -2.20 -5.80
*
```

These are the Löwdin partial charges, in e, on atoms 1 to 6: O -0.060; H 0.034; H 0.099; O -0.070; H 0.038; H 0.001

=====

Here is a structure of composition C30H90F3O15Pb2 in a non-equilibrium geometry from OMol25. Energies are from ωB97M-V/def2-TZVPD.

Calculated values
Strongest force on any atom: 0.066 Eh/bohr
HOMO: -11.5 eV
E_LUMO: -3.1 eV

```
! RIJCOSX wB97M-V def2-TZVPD def2/J DEFGRID3
* xyz 1 1
Pb 2.86 2.07 -0.12
Pb -0.30 0.12 -0.15
F 2.17 -0.47 0.37
F 0.71 2.05 1.31
F 1.04 1.48 -1.86
C 2.21 0.03 5.33
C 2.32 0.65 3.98
O 1.43 1.77 3.95
H 1.24 -0.41 5.57
H 2.59 0.70 6.10
H 2.87 -0.82 5.48
H 2.06 0.03 3.11
H 3.34 1.01 3.86
H 1.23 1.92 3.02
C -4.51 -3.78 1.69
C -3.97 -2.88 0.59
O -3.25 -3.61 -0.43
H -3.74 -4.41 2.14
H -5.29 -4.44 1.31
H -4.93 -3.16 2.49
H -3.27 -2.19 1.06
H -4.78 -2.26 0.20
H -3.94 -4.13 -0.84
C 6.72 0.03 -2.08
C 5.80 0.36 -0.94
O 4.47 0.35 -1.38
H 7.76 -0.01 -1.78
H 6.61 0.78 -2.86
H 6.35 -0.92 -2.48
H 6.05 1.36 -0.59
H 5.90 -0.38 -0.14
H 4.17 -0.56 -1.43
C -1.88 -1.97 -4.59
C -1.57 -2.05 -3.14
O -0.99 -0.81 -2.75
H -1.03 -2.09 -5.26
H -2.31 -0.99 -4.79
H -2.59 -2.77 -4.79
H -0.86 -2.86 -2.99
H -2.48 -2.22 -2.57
H -0.24 -0.65 -3.32
C -1.22 -2.14 3.82
C -0.73 -0.85 3.08
O -1.53 -0.46 2.00
H -0.52 -2.45 4.60
H -1.50 -2.95 3.15
H -2.17 -1.94 4.31
H 0.24 -1.17 2.71
H -0.63 -0.01 3.75
H -2.37 -0.18 2.38
C 3.66 -3.84 4.02
C 2.71 -3.10 3.15
O 3.40 -2.57 2.04
H 3.07 -4.27 4.84
H 4.41 -3.14 4.37
H 4.18 -4.65 3.50
H 2.17 -2.30 3.66
H 1.99 -3.84 2.80
H 3.02 -1.72 1.82
C 4.96 -4.27 -1.75
C 4.24 -3.54 -0.62
O 3.57 -2.40 -1.11
H 5.76 -3.66 -2.17
H 4.25 -4.62 -2.49
H 5.49 -5.13 -1.35
H 4.92 -3.27 0.19
H 3.54 -4.28 -0.22
H 3.18 -1.98 -0.34
C 0.27 6.28 3.49
C 0.03 4.77 3.30
O -0.16 4.50 1.96
H 0.54 6.50 4.52
H -0.59 6.89 3.22
H 1.15 6.47 2.87
H -0.87 4.56 3.88
H 0.77 4.19 3.86
H -0.02 3.56 1.81
C 2.12 -2.41 -4.51
C 2.20 -1.33 -3.48
O 1.42 -0.27 -3.99
H 2.57 -2.11 -5.45
H 1.11 -2.80 -4.64
H 2.70 -3.25 -4.12
H 3.22 -1.02 -3.24
H 1.70 -1.67 -2.58
H 1.41 0.45 -3.35
C -5.43 -0.19 -4.42
C -5.26 0.03 -2.93
O -4.30 1.05 -2.74
H -5.80 0.71 -4.91
H -6.16 -0.97 -4.64
H -4.50 -0.44 -4.93
H -4.84 -0.78 -2.34
H -6.22 0.30 -2.47
H -4.77 1.87 -2.90
C -2.61 2.55 4.26
C -3.77 1.60 4.38
O -3.65 0.50 3.52
H -2.42 2.96 3.27
H -1.71 2.00 4.56
H -2.79 3.37 4.96
H -4.74 2.05 4.18
H -3.80 1.25 5.41
H -4.40 -0.08 3.68
C -1.76 1.92 -5.30
C -1.61 2.56 -3.89
O -0.38 3.22 -3.99
H -1.60 2.63 -6.11
H -2.75 1.51 -5.47
H -1.07 1.09 -5.49
H -1.66 1.88 -3.04
H -2.43 3.24 -3.67
H 0.15 2.82 -3.29
C -2.62 3.53 0.01
C -2.97 2.11 0.36
O -2.50 1.21 -0.63
H -3.24 3.87 -0.82
H -1.55 3.63 -0.20
H -2.82 4.20 0.84
H -4.05 2.00 0.35
H -2.63 1.89 1.37
H -3.07 1.28 -1.39
C 0.40 -4.41 -0.82
C 0.13 -3.46 0.38
O -0.83 -2.44 0.02
H 0.96 -5.29 -0.49
H 0.97 -3.92 -1.61
H -0.54 -4.72 -1.28
H 1.07 -3.06 0.74
H -0.32 -4.01 1.20
H -1.67 -2.91 -0.09
C 0.40 5.65 -1.39
C 1.81 5.62 -0.72
O 1.97 4.51 0.16
H 0.15 6.63 -1.81
H -0.35 5.36 -0.66
H 0.26 4.98 -2.24
H 1.90 6.58 -0.22
H 2.57 5.60 -1.50
H 1.26 4.44 0.80
*
```

These are the Löwdin partial charges, in e, on atoms 1 to 6: Pb 1.697; Pb 1.658; F -0.609; F -0.590; F -0.606; C -0.081